1.
ORCA calculation (ωB97M-V/def2-TZVPD) on C41H41Br3N8O8 as an isolated structure.

Geometry as XYZ:
```
101
Properties=species:S:1:pos:R:3:forces:R:3:mulliken_charge:R:1
H -0.516372 -1.188807 0.400988 -0.12 0.12 0.33 -1.064
N 0.547164 -3.413452 3.229783 0.13 -0.35 -0.13 0.172
N -3.712046 5.481166 0.499788 -0.11 -0.16 -0.18 1.051
H -2.550402 -3.695512 2.862786 0.01 -0.09 0.06 0.440
C -3.390105 4.571803 -3.142020 -0.08 0.79 0.81 -0.615
O -1.933962 -4.547366 -2.665975 -0.25 -0.06 -0.30 -0.629
H -1.095140 -2.471676 -4.263473 -0.07 -0.05 -0.08 0.461
H -1.751605 3.595592 0.210985 -0.21 0.48 0.31 0.412
H 0.728740 -4.752252 1.569227 -0.15 0.09 0.01 0.479
H 1.350928 5.487658 5.438412 0.40 -0.09 0.24 0.457
C 1.107950 1.701718 -3.863246 0.49 -0.78 -1.01 -0.448
H -1.156901 -3.227333 0.905458 -0.10 0.15 -0.26 0.036
C -0.159883 -2.425573 -4.791553 0.32 -0.43 -0.15 -1.061
H -4.480227 -5.238758 2.667673 -0.13 0.22 -0.03 0.422
H 4.676047 -2.405808 -3.126057 -0.01 -0.13 0.16 0.506
O 3.427527 2.825145 7.357867 -0.08 -0.08 -0.14 -0.607
N 6.237326 1.678370 -1.634342 -0.31 -0.84 -0.61 0.953
H 0.901730 -1.850073 4.570081 0.01 0.52 -0.24 0.606
N 2.930863 3.756505 6.741807 0.90 -0.89 0.91 0.999
H 1.108924 -0.024817 -5.118069 -0.12 -0.08 0.24 0.381
C -1.639947 -0.852543 5.568956 0.60 0.87 -0.28 -0.199
H -4.600741 5.960157 -1.950446 0.07 0.08 -0.24 0.465
H -1.336253 -0.075885 3.421770 0.55 -0.08 0.38 0.037
C 3.121013 -0.268397 -1.015541 -0.24 0.50 0.81 0.672
C -2.202291 3.961075 -0.698939 0.09 -0.60 0.13 -0.176
H -0.080490 -3.955894 3.794982 0.13 -0.03 0.19 0.288
C -3.210476 4.909922 -0.757051 0.42 -0.30 -0.56 -0.272
C -3.932939 -4.948110 1.778380 -0.01 -0.10 0.73 -0.649
H 2.501094 1.314303 5.689492 0.06 0.01 -0.02 0.491
C 2.032179 3.408959 5.658154 -0.63 1.07 -0.56 0.083
C 0.926164 3.020597 -4.216621 0.32 0.04 1.01 -0.921
O 7.064527 1.699498 -2.516358 0.41 0.19 -0.22 -0.586
H 6.334057 -0.569723 -3.064974 -0.01 -0.08 0.07 0.459
H -1.058051 2.538104 -1.751505 0.01 -0.05 -0.30 0.164
C -4.307651 -5.458051 0.554531 0.21 0.35 -0.87 -0.599
N -3.076664 -1.085992 3.898648 0.60 -0.11 0.35 0.217
H 1.450412 -2.349248 -7.598148 0.20 0.34 0.06 0.406
C 4.013064 0.788903 -1.033436 0.63 0.21 -0.40 -0.592
C 0.950305 -3.778751 1.976564 0.21 -0.23 -0.03 -1.232
C -2.066607 -3.796125 0.780190 0.15 -0.56 0.59 1.084
H 3.082038 -2.437968 -5.387415 0.01 0.08 -0.10 0.375
H 1.167539 3.873777 -3.600874 -0.32 -0.04 0.12 0.457
O 3.154177 4.912498 7.007667 -0.25 0.58 -0.27 -0.605
O -0.409665 -3.769862 -1.382300 0.35 0.22 0.24 -0.436
H -2.122220 2.997109 -3.910155 0.07 0.37 -0.21 0.354
C -1.815697 3.301414 -1.849241 0.07 0.42 0.27 0.049
C 1.914881 2.095382 5.232344 -0.29 0.55 0.11 -0.584
H 0.801047 0.828203 3.912843 0.26 0.01 -0.02 0.247
C -3.784102 5.252071 -1.974758 -0.21 -0.41 0.03 -0.386
C -2.398664 -4.394931 -0.422349 -0.06 0.01 0.22 -0.381
H 2.229867 -0.138534 -0.411580 -0.02 -0.24 -0.11 0.165
O -3.145548 5.159307 1.522961 0.15 0.05 0.20 -0.606
H -4.663446 -2.027510 4.917965 0.06 -0.07 0.23 0.448
C 1.057856 -2.185761 3.559052 -0.11 -0.69 -0.48 -1.167
H -3.865595 4.817043 -4.080086 -0.02 -0.05 -0.04 0.393
C -0.974527 -0.319710 -0.057117 -0.12 0.26 -0.60 1.099
C 5.429977 -0.517260 -2.470860 0.36 0.18 -0.86 -0.557
C 0.976409 1.847835 4.243787 -0.37 -1.00 -0.03 0.481
C -1.841786 -0.584616 4.228954 -0.65 -0.37 -0.33 0.017
C 0.165368 2.834908 3.722018 0.82 0.76 -0.17 -1.038
H -3.105399 -1.591400 7.101458 0.33 -0.24 0.04 0.442
H -0.739550 -0.688947 6.139585 -0.04 0.37 -0.04 0.477
C -2.824412 -1.396790 6.079945 -0.99 -1.32 -0.63 -0.979
C 0.351412 4.151916 4.135548 -0.33 -0.29 -0.25 -0.737
C 2.007053 -2.378159 -5.421867 0.10 -0.46 -0.50 -0.741
C -2.811348 -4.132531 1.907980 -0.22 0.28 -0.54 -0.730
C 0.510451 3.062553 -5.561037 -0.05 -0.07 -0.32 -0.842
Br -0.715463 -0.576998 -1.967504 -0.01 0.19 0.45 0.069
H 2.162413 -0.778003 2.295427 0.35 -0.17 0.27 0.725
H 2.183498 -2.717543 0.503272 0.02 -0.10 -0.01 0.287
N -0.082727 -2.299182 -6.153680 -0.01 0.09 0.18 0.055
C 1.225018 -2.271113 -6.546570 -0.02 -0.30 -0.25 -0.739
H 1.397520 1.091068 -3.023392 0.25 0.78 0.45 0.682
N 0.900520 0.955101 -4.997530 -0.66 0.37 -0.54 0.264
C 5.194028 0.633932 -1.749570 -0.59 -0.29 0.68 0.185
H -0.278878 4.898501 3.668539 0.16 0.25 0.21 0.469
O 6.210562 2.402748 -0.673046 -0.12 0.43 0.41 -0.571
C -3.503557 -5.209601 -0.552462 -0.24 -0.28 -0.05 -0.418
H 1.439292 -2.567270 -3.301385 -0.20 -0.27 0.05 -0.014
H -3.722565 -5.716238 -1.481127 0.04 0.29 -0.16 0.493
C 1.131822 -2.550675 -4.332399 -0.24 0.99 0.61 0.960
H 3.862783 1.738549 -0.536692 -0.25 -0.19 0.20 0.478
C 1.720856 -2.757666 1.472995 -0.48 -0.89 -0.61 -0.017
C -2.389947 3.622027 -3.065533 -0.17 -0.84 -0.26 -0.296
C 0.498595 1.772729 -6.022108 0.06 -0.19 0.06 -0.344
H -3.488656 -0.952599 2.995011 -0.13 -0.18 -0.10 0.059
C -3.650991 -1.662931 4.995047 -0.39 1.12 0.35 -0.449
H 2.729270 -2.305314 -1.572724 -0.15 0.12 -0.07 0.320
H 0.197461 1.376148 -6.977682 0.17 -0.03 -0.01 0.409
O -4.688858 6.195755 0.445794 -0.09 0.22 -0.03 -0.609
N -1.518949 -4.215153 -1.578460 0.05 -0.10 -0.07 0.995
Br -2.901337 -0.279670 0.299521 0.74 0.12 0.11 -0.088
C 4.491192 -1.545116 -2.499181 0.66 0.34 0.31 -0.695
C 1.767923 -1.774490 2.448083 -0.01 1.90 1.07 -0.080
H -5.229732 -5.987037 0.357991 0.07 -0.31 0.49 0.402
H -0.851840 -2.277138 -6.796177 -0.15 0.02 0.08 0.182
C 3.390596 -1.454154 -1.671619 -0.33 -0.20 -0.38 -0.699
Br -0.024283 1.275790 0.592946 -0.47 -0.83 -0.20 0.012
C 1.285968 4.462827 5.109540 -0.39 -0.63 -0.17 -0.479
H 0.252924 3.943427 -6.124323 0.01 0.01 -0.03 0.441
H -0.491830 2.639925 2.887761 -0.31 -0.16 0.30 0.708
```
Positions in Å, forces in eV/Å.

Its HOMO-LUMO gap is 7.370 eV. As for the largest force on an atom: 0.0424 hartree/bohr. As for the LUMO energy: -0.91 eV. The highest occupied orbital energy is -0.304 hartree. Its spin multiplicity is 1.


2.
ORCA calculation (ωB97M-V/def2-TZVPD) on C26H46BN8NiS4 as an isolated structure.

Geometry as XYZ:
```
86
Properties=species:S:1:pos:R:3:forces:R:3:mulliken_charge:R:1
H -4.967654 -0.502899 -0.416129 -0.01 0.03 -0.05 0.439
H 5.640584 -0.033358 1.618744 0.03 -0.01 -0.01 0.396
H -1.375239 4.284981 -0.693986 -0.04 -0.02 -0.07 0.344
S 2.294005 0.308638 -0.195007 0.07 -0.73 0.40 -0.392
H 4.881906 0.195655 0.041384 -0.03 0.07 -0.09 0.327
H -5.775475 -1.241659 2.003227 -0.04 -0.01 0.00 0.406
S 0.250599 -2.702430 -0.022054 0.19 -0.34 0.68 0.465
H -1.409571 -1.466053 4.196592 -0.02 0.08 0.00 0.636
H 1.198763 4.480699 -0.557582 0.04 -0.01 -0.05 0.344
H 3.614944 -1.862002 -1.039185 -0.05 0.03 -0.04 0.252
C 0.609183 -3.951354 -2.716760 0.01 0.05 -0.12 -0.912
H -0.616246 -5.771687 2.506297 0.05 0.00 -0.03 0.428
C -0.368512 6.303232 1.913228 0.01 -0.10 0.03 -2.103
H 5.665061 -2.256671 2.736619 0.03 -0.03 0.00 0.487
N -1.365838 -0.602295 2.220840 -0.23 -0.01 0.01 0.657
C -3.838061 -3.652775 0.437174 0.01 0.03 -0.02 -1.387
B -0.037773 0.206216 2.612489 -0.02 -0.01 -0.38 -0.001
N 0.112415 -5.274936 0.631772 0.07 0.16 -0.07 0.243
C 0.192775 -4.346204 -0.355199 -0.11 -0.08 -0.25 -0.156
N 0.230571 -4.824824 -1.619171 -0.03 0.12 -0.06 0.227
H -0.966530 -4.113691 1.983559 -0.05 0.07 0.04 -0.069
C -4.716234 -1.550701 -0.578135 0.19 0.18 0.13 -2.114
C 2.285647 -0.573099 1.270395 0.99 -0.30 0.59 0.501
H -0.362591 4.686205 3.756807 0.00 0.01 -0.05 0.510
N -0.185202 3.854597 1.765625 0.02 -0.29 -0.07 0.541
H -3.592435 -4.189900 1.355278 -0.03 0.00 0.00 0.310
C 5.396501 -0.519381 0.672719 -0.16 -0.07 0.09 -1.595
C 4.183044 -2.499970 -0.369866 -0.03 0.04 0.10 -1.232
C -3.019132 -1.956701 2.811311 -0.05 -0.09 0.08 -0.305
H 6.324211 -0.805682 0.178221 0.00 -0.02 0.01 0.467
H -4.610733 -4.211018 -0.092273 -0.02 0.01 0.01 0.550
H 1.931293 5.235846 0.862862 0.01 0.02 -0.01 0.383
C -0.229025 5.114884 0.964125 0.01 0.16 -0.25 1.033
H -6.434073 -2.559570 1.031313 0.01 -0.04 0.00 0.463
H 1.079956 6.228786 -0.329621 -0.01 -0.01 -0.02 0.481
C -5.577031 -2.244387 1.623145 0.05 -0.01 0.06 -1.722
H -0.238456 2.101783 4.502607 0.01 -0.04 -0.02 0.592
C -0.204815 2.524856 3.516928 -0.01 0.21 0.08 -1.454
H 0.185323 -7.386090 0.673005 0.01 -0.01 -0.05 0.336
H 0.022841 -6.756980 -2.460979 0.00 -0.01 0.01 0.377
C 4.550389 -1.771004 0.926832 0.13 0.01 -0.23 1.038
N -0.083248 1.736804 2.380525 0.01 0.13 -0.16 0.428
H 3.587885 -3.387172 -0.143056 0.00 0.01 0.00 0.180
C -2.203233 -0.730202 1.142132 -0.70 -0.23 0.34 0.426
H -5.493842 -2.929290 2.466553 -0.02 0.02 -0.02 0.414
C -0.215646 -4.897013 1.991989 -0.09 0.08 0.05 -0.748
H 5.094632 -2.812025 -0.879966 0.02 0.01 0.03 0.591
H -0.046589 0.121794 3.800205 -0.01 -0.05 0.04 -0.358
N 1.332752 -0.556041 2.257545 0.35 0.14 0.06 0.384
H -3.931157 -1.614687 -1.320654 0.12 0.05 -0.07 0.421
C -1.447506 5.085124 0.036593 0.08 -0.04 0.13 -1.487
C -0.584386 -5.971055 -2.008877 0.04 -0.08 -0.05 -1.257
H 1.329552 -6.606012 -0.445250 -0.01 -0.03 0.05 0.402
C 5.366731 -2.723899 1.797224 -0.05 0.01 0.04 -2.107
H -2.360222 4.942969 0.617271 -0.01 0.02 -0.01 0.382
Ni 0.160293 -0.333943 0.010550 -0.36 3.02 -2.49 -0.679
S 0.058157 2.128907 -0.324263 0.02 -0.78 -0.04 -0.114
H -1.518264 6.034024 -0.494174 0.02 0.00 -0.01 0.477
C 0.846862 -6.531004 0.524459 -0.01 -0.08 0.03 -1.203
H -3.687676 -2.616168 3.331771 0.04 0.03 -0.02 0.489
H -2.944587 -3.613156 -0.189971 0.01 0.01 0.00 0.186
H -1.324284 -5.644557 -2.743500 0.01 0.01 0.01 0.385
H 0.988601 -4.564770 -3.533846 -0.02 -0.04 0.02 0.388
H 3.610484 -2.578166 3.452818 -0.04 0.02 -0.02 0.577
H 1.387917 -3.264789 -2.397146 0.00 -0.01 0.00 0.170
C 1.079216 5.266944 0.182132 -0.09 -0.06 0.12 -1.487
H 1.223021 -1.564092 4.159675 -0.01 0.04 -0.01 0.683
H -0.241128 -3.366712 -3.080044 -0.01 0.00 0.04 0.345
C 1.783027 -1.400910 3.258052 0.02 -0.23 -0.01 -1.728
C -0.267081 3.811719 3.144140 -0.01 -0.10 0.22 -0.055
C -0.073671 2.573414 1.311168 -0.03 0.10 0.21 0.437
H -1.296026 6.257166 2.484934 0.00 0.03 0.01 0.469
H -1.106892 -6.372183 -1.145130 0.00 0.00 -0.04 0.383
C -1.891923 -1.377438 3.240933 0.06 -0.17 0.01 -1.401
N -3.234717 -1.553217 1.502765 0.48 0.18 0.18 0.594
N 3.299283 -1.402508 1.662717 -0.57 0.11 0.30 0.565
H 0.477971 6.374597 2.597058 0.00 0.04 0.00 0.473
H -5.596101 -2.057032 -0.975728 0.01 -0.01 0.08 0.541
H 4.825249 -3.647570 2.006540 0.03 -0.01 -0.01 0.430
H 6.272411 -2.986546 1.254028 0.00 0.02 -0.02 0.455
H 1.616946 -6.559039 1.299867 -0.01 0.01 -0.01 0.382
S -2.007119 0.067523 -0.367634 -0.14 -1.01 0.70 -0.405
C -4.329411 -2.232548 0.732056 -0.14 -0.14 -0.20 1.331
H 0.658877 -4.526950 2.533857 0.04 0.01 0.00 0.293
C 2.970969 -1.915172 2.903060 -0.04 -0.07 0.13 0.094
H -0.390327 7.211642 1.314538 0.00 0.00 -0.01 0.461
```
Positions in Å, forces in eV/Å.

Its HOMO-LUMO gap (spin up / spin down) is 7.398 / 5.793 eV. As for the largest force on an atom: 0.0765 hartree/bohr. The calculation puts the energy above the lowest of the compared OMol25 structures with the same formula, charge and spin at 1.478 eV. As for the LUMO energy (spin up / spin down): -2.12 / -3.60 eV. The highest occupied orbital energy (spin up / spin down) is -0.350 / -0.345 hartree. Its spin multiplicity is 1. Its net charge is +1.


Short version: E = -10348.5299, -4582.1951 Eh, in the order given.